(1)
Here is a molecular structure, C25H64F3HgO11S at a distorted geometry from the OMol25 dataset. Energies are from the ωB97M-V functional and the def2-TZVPD basis.

Structure (XYZ):
```
105
C25H64F3HgO11S | the OMol25 dataset | the ωB97M-V functional and the def2-TZVPD basis
Hg -2.029 -1.684 -3.759
C -0.593 0.619 0.082
F -0.031 0.754 1.270
F -1.918 0.704 0.212
F -0.140 1.669 -0.621
S -0.104 -0.956 -0.811
O -0.532 -2.057 0.025
O -0.821 -0.951 -2.081
O 1.339 -0.865 -0.950
C 0.119 6.454 -0.936
C -0.641 6.163 0.355
C -0.754 4.658 0.662
O 0.131 6.748 1.406
H -0.327 5.991 -1.822
H 1.127 6.038 -0.882
H 0.148 7.531 -1.087
H -1.629 6.616 0.355
H -1.264 4.569 1.617
H 0.251 4.230 0.702
H -1.177 4.136 -0.201
H 1.050 6.469 1.353
C 3.026 2.189 0.740
C 3.688 2.752 -0.511
C 2.753 2.718 -1.716
O 4.136 4.107 -0.278
H 2.027 2.558 0.979
H 3.668 2.305 1.611
H 2.863 1.123 0.549
H 4.620 2.211 -0.707
H 3.248 3.238 -2.536
H 1.805 3.116 -1.358
H 2.611 1.704 -2.100
H 5.041 4.148 -0.590
C 0.417 2.870 4.034
C -1.047 2.405 3.907
C -1.295 1.107 4.671
O -1.857 3.428 4.499
H 0.485 3.853 3.564
H 1.077 2.174 3.511
H 0.700 2.921 5.083
H -1.295 2.306 2.844
H -2.351 0.840 4.651
H -1.013 1.232 5.716
H -0.673 0.347 4.196
H -1.513 4.271 4.184
C -2.833 2.563 -2.626
C -3.392 1.190 -2.859
C -4.849 1.192 -3.285
O -2.603 0.499 -3.875
H -3.122 3.316 -3.365
H -1.745 2.550 -2.556
H -3.215 3.001 -1.700
H -3.326 0.528 -1.992
H -5.468 1.557 -2.463
H -5.276 0.234 -3.584
H -4.956 1.871 -4.137
H -2.556 1.113 -4.629
C 1.101 -2.150 4.519
C 2.223 -2.257 3.490
C 2.248 -1.118 2.496
O 3.459 -2.186 4.236
H 1.176 -2.970 5.234
H 0.126 -2.291 4.035
H 1.082 -1.189 5.027
H 2.224 -3.202 2.941
H 1.458 -1.202 1.756
H 3.231 -1.081 2.023
H 2.172 -0.170 3.037
H 3.647 -3.053 4.605
C 2.674 -3.360 -4.811
C 2.698 -2.748 -3.417
C 4.074 -2.296 -2.945
O 1.858 -1.591 -3.510
H 3.318 -4.247 -4.830
H 2.887 -2.677 -5.627
H 1.716 -3.854 -5.018
H 2.214 -3.414 -2.692
H 4.502 -1.445 -3.472
H 4.748 -3.155 -2.946
H 3.972 -1.939 -1.915
H 1.799 -1.145 -2.634
C -5.366 -1.783 -0.709
C -3.906 -2.131 -0.916
C -3.480 -3.406 -0.213
O -3.690 -2.315 -2.355
H -5.666 -0.802 -1.075
H -5.622 -1.930 0.340
H -6.060 -2.453 -1.234
H -3.307 -1.287 -0.580
H -3.938 -4.272 -0.697
H -3.629 -3.373 0.863
H -2.408 -3.538 -0.371
H -4.288 -3.007 -2.671
C 2.178 -5.011 0.159
C 0.724 -5.449 0.207
C 0.049 -5.330 1.575
O 0.004 -4.625 -0.732
H 2.767 -5.612 0.864
H 2.331 -3.974 0.467
H 2.626 -5.162 -0.823
H 0.698 -6.514 -0.039
H -0.268 -4.305 1.797
H 0.726 -5.499 2.418
H -0.804 -6.004 1.593
H -0.262 -3.848 -0.211
```

- Charge: +1
- HOMO energy: -11.64 eV
- F_max: 3.765 eV/A
- Energy above the lowest of the compared OMol25 structures with the same formula, charge and spin: 196.0 kJ/mol
- E: -2669.40339 Ha

---

(2)
Here is 5 unconnected molecules or ions with the total composition C25H64N4O9 at a distorted geometry from the OMol25 dataset. Energies are from the ωB97M-V functional and the def2-TZVPD basis.

Structure (XYZ):
```
102
C25H64N4O9 | the OMol25 dataset | the ωB97M-V functional and the def2-TZVPD basis
C -0.444 0.356 -0.083
O -1.007 -0.799 0.468
H -0.781 1.254 0.435
H 0.634 0.335 0.080
H -0.623 0.542 -1.142
H -1.920 -0.586 0.672
C -5.021 -1.278 4.638
O -3.925 -1.222 3.725
C -3.311 0.034 3.537
C -3.938 0.720 2.321
N -3.679 -0.029 1.118
C -4.548 0.333 0.002
C -4.135 1.651 -0.723
O -4.430 2.877 -0.108
C -5.794 3.090 0.249
H -5.330 -2.293 4.885
H -5.814 -0.728 4.130
H -4.792 -0.809 5.595
H -2.265 -0.152 3.295
H -3.258 0.722 4.381
H -3.666 1.776 2.312
H -5.006 0.688 2.535
H -3.836 -1.011 1.293
H -5.544 0.448 0.429
H -4.598 -0.502 -0.697
H -4.577 1.506 -1.708
H -3.067 1.638 -0.941
H -5.999 4.161 0.267
H -5.956 2.697 1.252
H -6.492 2.623 -0.446
C -4.282 -7.868 -2.537
O -3.468 -6.729 -2.380
C -3.179 -6.460 -1.025
C -2.118 -5.272 -0.962
N -2.710 -4.196 -1.740
C -1.840 -3.047 -1.708
C -2.199 -1.997 -2.739
O -2.108 -2.617 -4.006
C -2.373 -1.700 -5.051
H -4.922 -8.000 -1.665
H -3.689 -8.782 -2.556
H -5.030 -7.737 -3.318
H -2.901 -7.359 -0.476
H -4.041 -6.103 -0.462
H -1.145 -5.642 -1.284
H -1.973 -5.014 0.087
H -2.710 -4.515 -2.698
H -0.839 -3.458 -1.841
H -1.909 -2.615 -0.709
H -1.477 -1.191 -2.614
H -3.156 -1.553 -2.464
H -1.851 -0.743 -5.023
H -3.425 -1.426 -4.977
H -2.324 -1.990 -6.100
C 6.103 6.750 -2.971
O 4.714 6.366 -2.994
C 4.016 6.862 -1.796
C 2.594 6.482 -1.800
N 2.457 5.016 -1.810
C 1.034 4.658 -1.835
C 0.863 3.087 -1.795
O 1.185 2.529 -3.042
C 0.115 2.605 -4.002
H 6.532 6.266 -2.093
H 6.234 7.826 -2.857
H 6.567 6.367 -3.879
H 4.149 7.944 -1.785
H 4.504 6.329 -0.981
H 2.161 7.041 -2.629
H 2.111 6.924 -0.929
H 2.844 4.744 -2.702
H 0.582 5.120 -2.712
H 0.513 5.122 -0.998
H -0.150 2.820 -1.492
H 1.624 2.718 -1.108
H -0.315 3.603 -4.082
H -0.617 1.861 -3.687
H 0.537 2.310 -4.963
C 8.949 -3.208 3.231
O 7.716 -2.659 2.725
C 7.464 -1.297 3.236
C 6.235 -0.567 2.616
N 4.967 -1.096 3.077
C 3.824 -0.526 2.367
C 2.499 -1.156 2.721
O 2.105 -0.934 4.104
C 0.718 -1.169 4.355
H 8.817 -3.292 4.310
H 9.763 -2.486 3.172
H 9.347 -4.134 2.815
H 8.340 -0.718 2.944
H 7.312 -1.195 4.310
H 6.298 -0.559 1.528
H 6.263 0.484 2.904
H 4.954 -2.105 3.118
H 3.921 -0.553 1.282
H 3.770 0.527 2.646
H 2.571 -2.219 2.494
H 1.659 -0.821 2.113
H 0.062 -0.554 3.739
H 0.488 -0.941 5.396
H 0.389 -2.198 4.215
```

- Charge: -1
- Spin multiplicity: 2
- HOMO energy (alpha / beta): 0.93 / -6.59 eV
- F_max: 2.747 eV/A
- Expectation value of S²: 0.750
- E: -1886.79352 Ha

---

> Number 1 is which compound?

C25H64F3HgO11S

---

> What is the charge in the second record?

-1

---

> What is the charge in the second record?

-1